{"formula": "C32H34BClF48InO8P2S", "method": "ωB97M-V with the def2-TZVPD basis set", "symbols": ["C", "C", "B", "O", "In", "P", "S", "P", "O", "Cl", "H", "H", "H", "H", "H", "H", "H", "H", "H", "H", "C", "C", "C", "F", "F", "F", "F", "O", "C", "C", "F", "F", "F", "F", "H", "H", "H", "H", "C", "C", "C", "F", "F", "F", "F", "O", "C", "C", "F", "F", "F", "F", "H", "H", "H", "H", "C", "C", "C", "F", "F", "F", "F", "O", "C", "C", "F", "F", "F", "F", "H", "H", "H", "H", "C", "C", "C", "F", "F", "F", "F", "O", "C", "C", "F", "F", "F", "F", "H", "H", "H", "H", "C", "C", "C", "F", "F", "F", "F", "O", "C", "C", "F", "F", "F", "F", "H", "H", "H", "H", "C", "C", "C", "F", "F", "F", "F", "O", "C", "C", "F", "F", "F", "F", "H", "H", "H", "H"], "xyz": [[-2.44, -2.43, -3.55], [-2.32, -0.90, -3.66], [-3.70, -0.14, -3.53], [-3.72, 0.97, -2.64], [-5.63, -0.64, -4.64], [-7.08, 1.45, -4.67], [-8.99, 0.93, -4.73], [-7.02, -2.47, -3.54], [-6.56, -3.94, -4.22], [-6.29, -2.61, -1.53], [-1.53, -2.86, -3.92], [-2.52, -2.75, -2.53], [-3.25, -2.83, -4.14], [-1.77, -0.66, -4.55], [-1.70, -0.59, -2.82], [-3.75, 0.64, -1.74], [-5.23, -1.09, -6.31], [-6.82, 2.31, -5.76], [-6.84, 2.20, -3.50], [-7.32, -4.49, -4.08], [-6.34, -0.75, 2.84], [-5.25, -0.17, 1.92], [-4.10, -1.09, 1.50], [-3.41, -1.57, 2.56], [-3.22, -0.40, 0.74], [-4.77, 0.97, 2.47], [-5.88, 0.19, 0.78], [-6.25, -0.53, 4.24], [-5.48, -1.32, 5.05], [-4.29, -0.56, 5.64], [-3.54, 0.03, 4.69], [-3.49, -1.42, 6.32], [-5.10, -2.45, 4.43], [-6.25, -1.70, 6.09], [-7.25, -0.22, 2.56], [-6.53, -1.80, 2.61], [-4.47, -1.93, 0.91], [-4.64, 0.22, 6.32], [-0.04, 0.58, 1.61], [0.69, -0.20, 0.50], [1.48, -1.44, 0.89], [2.46, -1.17, 1.79], [2.09, -1.96, -0.20], [1.46, 0.66, -0.21], [-0.28, -0.64, -0.35], [0.60, 1.73, 2.16], [1.54, 1.63, 3.16], [2.93, 2.04, 2.68], [3.32, 1.34, 1.58], [3.84, 1.80, 3.64], [1.52, 0.41, 3.72], [1.18, 2.51, 4.12], [-0.92, 1.00, 1.13], [-0.42, -0.08, 2.39], [0.83, -2.20, 1.32], [2.95, 3.09, 2.43], [-4.81, 5.44, -0.93], [-5.21, 4.57, -2.14], [-4.09, 4.10, -3.08], [-3.41, 5.14, -3.62], [-4.63, 3.40, -4.09], [-6.18, 5.20, -2.83], [-5.76, 3.44, -1.62], [-4.93, 6.85, -1.02], [-3.94, 7.62, -1.58], [-4.40, 8.28, -2.89], [-4.87, 7.38, -3.76], [-3.35, 8.91, -3.46], [-2.80, 6.93, -1.73], [-3.68, 8.62, -0.71], [-5.54, 5.18, -0.16], [-3.85, 5.14, -0.52], [-3.39, 3.45, -2.55], [-5.19, 9.00, -2.68], [1.79, -5.63, 2.08], [0.62, -5.47, 1.09], [-0.61, -6.37, 1.27], [-0.31, -7.68, 1.20], [-1.50, -6.09, 0.28], [1.09, -5.56, -0.17], [0.18, -4.19, 1.25], [2.90, -6.44, 1.70], [2.89, -7.80, 1.85], [2.89, -8.53, 0.51], [1.88, -8.14, -0.28], [2.76, -9.86, 0.73], [1.90, -8.20, 2.66], [4.05, -8.12, 2.47], [2.21, -4.64, 2.15], [1.44, -5.87, 3.08], [-1.09, -6.16, 2.23], [3.83, -8.35, -0.02], [6.22, 5.56, -0.92], [5.94, 5.51, -2.44], [4.84, 6.41, -3.00], [3.64, 6.17, -2.45], [4.73, 6.19, -4.33], [5.74, 4.23, -2.81], [7.09, 5.92, -3.04], [5.64, 4.58, -0.08], [4.36, 4.71, 0.40], [3.41, 3.66, -0.19], [3.44, 3.67, -1.54], [2.13, 3.91, 0.19], [3.91, 5.97, 0.22], [4.42, 4.51, 1.73], [7.29, 5.35, -0.84], [6.09, 6.56, -0.52], [5.09, 7.46, -2.84], [3.67, 2.66, 0.14], [8.33, -2.70, 1.40], [8.00, -2.56, -0.09], [6.94, -1.53, -0.51], [5.74, -1.77, 0.06], [6.78, -1.59, -1.85], [7.71, -3.77, -0.60], [9.16, -2.15, -0.69], [7.70, -3.74, 2.15], [6.45, -3.57, 2.68], [5.41, -4.48, 2.01], [5.40, -4.32, 0.67], [4.18, -4.16, 2.48], [6.09, -2.27, 2.66], [6.52, -3.93, 3.97], [9.38, -2.98, 1.43], [8.27, -1.75, 1.92], [7.26, -0.52, -0.24], [5.62, -5.52, 2.23]], "homo_lumo_gap_ev": 5.41, "charge": -1, "largest_force_ev_per_a": 1.4}

=====

{"formula": "C16H34F6N2O6Zn", "method": "ωB97M-V with the def2-TZVPD basis set", "symbols": ["Zn", "C", "O", "O", "C", "F", "F", "F", "C", "C", "H", "H", "H", "H", "H", "H", "C", "O", "O", "C", "F", "F", "F", "C", "C", "H", "H", "H", "H", "H", "H", "C", "C", "C", "O", "C", "N", "H", "H", "H", "H", "H", "H", "H", "H", "H", "H", "H", "C", "C", "C", "O", "C", "N", "H", "H", "H", "H", "H", "H", "H", "H", "H", "H", "H"], "xyz": [[5.42, -17.67, -16.68], [6.25, -14.47, -16.56], [5.36, -14.20, -17.71], [6.21, -15.85, -16.55], [7.65, -13.75, -16.80], [8.50, -14.06, -15.81], [8.27, -14.10, -17.89], [7.49, -12.42, -16.81], [4.50, -13.02, -17.59], [3.37, -13.20, -18.64], [2.83, -14.12, -18.42], [2.63, -12.40, -18.63], [3.75, -13.30, -19.66], [5.07, -12.12, -17.78], [4.12, -12.83, -16.58], [5.78, -14.08, -15.65], [6.36, -20.15, -18.56], [4.92, -20.47, -18.41], [6.54, -19.22, -17.49], [7.39, -21.41, -18.56], [7.18, -22.23, -17.50], [7.25, -22.14, -19.70], [8.64, -21.00, -18.62], [4.33, -21.37, -19.32], [2.93, -21.55, -19.02], [2.62, -22.37, -19.67], [2.86, -21.76, -17.96], [2.41, -20.59, -19.08], [4.73, -22.39, -19.33], [4.32, -21.04, -20.36], [6.44, -19.63, -19.52], [2.51, -16.68, -16.36], [2.67, -17.88, -17.24], [3.19, -17.48, -18.67], [4.62, -17.03, -18.49], [5.15, -16.35, -19.67], [3.62, -18.73, -16.62], [2.23, -16.96, -15.34], [1.87, -15.88, -16.73], [3.41, -16.07, -16.28], [1.75, -18.46, -17.22], [2.60, -16.65, -19.06], [3.25, -18.27, -19.42], [4.53, -15.48, -19.93], [4.98, -16.98, -20.54], [6.19, -16.09, -19.48], [3.25, -19.13, -15.77], [3.61, -19.61, -17.13], [4.66, -16.57, -13.27], [5.24, -17.96, -13.33], [4.17, -19.05, -13.05], [3.06, -18.99, -13.95], [2.01, -19.90, -13.58], [5.81, -18.09, -14.61], [5.38, -15.78, -13.45], [4.20, -16.37, -12.30], [3.80, -16.46, -13.93], [6.09, -18.09, -12.67], [3.81, -18.87, -12.04], [4.58, -20.06, -13.13], [2.27, -20.91, -13.88], [1.18, -19.53, -14.18], [1.69, -19.90, -12.54], [6.67, -17.58, -14.50], [6.20, -19.02, -14.64]], "homo_lumo_gap_ev": [9.55, 4.05], "s_squared": 0.756, "charge": 1, "spin_multiplicity": 2, "largest_force_ev_per_a": 3.7}

=====

{"formula": "C40H117N6O23", "method": "ωB97M-V with the def2-TZVPD basis set", "symbols": ["O", "H", "H", "H", "C", "C", "C", "O", "C", "N", "H", "H", "H", "H", "H", "H", "H", "H", "H", "H", "H", "C", "C", "C", "O", "C", "N", "H", "H", "H", "H", "H", "H", "H", "H", "H", "H", "H", "C", "C", "C", "O", "C", "N", "H", "H", "H", "H", "H", "H", "H", "H", "H", "H", "H", "C", "C", "C", "O", "C", "N", "H", "H", "H", "H", "H", "H", "H", "H", "H", "H", "H", "C", "C", "C", "O", "C", "N", "H", "H", "H", "H", "H", "H", "H", "H", "H", "H", "H", "C", "C", "C", "O", "C", "N", "H", "H", "H", "H", "H", "H", "H", "H", "H", "H", "H", "C", "C", "O", "O", "H", "H", "H", "H", "H", "H", "C", "C", "O", "O", "H", "H", "H", "H", "H", "H", "C", "C", "O", "O", "H", "H", "H", "H", "H", "H", "C", "C", "O", "O", "H", "H", "H", "H", "H", "H", "C", "C", "O", "O", "H", "H", "H", "H", "H", "H", "C", "C", "O", "O", "H", "H", "H", "H", "H", "H", "C", "C", "O", "O", "H", "H", "H", "H", "H", "H", "C", "C", "O", "O", "H", "H", "H", "H", "H", "H"], "xyz": [[-0.17, -0.52, -1.21], [-0.99, -0.39, -1.69], [0.44, -1.18, -1.56], [-0.34, -0.71, -0.29], [0.52, -2.92, -4.15], [1.24, -3.36, -2.93], [2.36, -4.42, -3.05], [3.03, -4.70, -1.86], [4.13, -5.55, -1.95], [1.67, -2.07, -2.37], [-0.40, -2.43, -3.85], [0.03, -3.76, -4.66], [1.11, -2.35, -4.87], [0.48, -3.73, -2.24], [3.18, -4.14, -3.71], [2.06, -5.38, -3.47], [4.83, -5.14, -2.67], [3.70, -6.49, -2.31], [4.62, -5.62, -0.98], [1.92, -1.56, -3.20], [2.49, -2.22, -1.80], [4.86, -1.89, -1.74], [5.03, -2.42, -0.33], [5.77, -1.42, 0.66], [6.14, -2.17, 1.81], [7.06, -1.53, 2.79], [3.69, -2.79, 0.13], [4.38, -2.63, -2.37], [5.86, -1.69, -2.13], [4.28, -0.97, -1.81], [5.65, -3.31, -0.42], [5.23, -0.53, 0.98], [6.63, -1.01, 0.12], [7.25, -2.18, 3.65], [6.68, -0.55, 3.09], [7.97, -1.43, 2.19], [3.68, -3.33, 0.98], [3.28, -3.42, -0.54], [0.51, 2.64, 7.93], [1.82, 2.12, 7.26], [1.98, 2.75, 5.78], [0.85, 2.41, 4.98], [1.06, 2.87, 3.67], [2.91, 2.61, 8.12], [0.44, 2.14, 8.90], [-0.44, 2.59, 7.39], [0.54, 3.71, 8.14], [1.76, 1.03, 7.20], [2.82, 2.35, 5.22], [2.13, 3.83, 5.76], [0.19, 2.60, 3.07], [2.02, 2.52, 3.31], [1.16, 3.96, 3.59], [3.80, 2.27, 7.78], [2.91, 3.61, 7.98], [-1.79, 4.48, 1.64], [-1.04, 4.81, 0.35], [0.46, 4.49, 0.26], [1.17, 5.47, 1.05], [2.54, 5.45, 0.85], [-1.80, 4.09, -0.67], [-2.80, 4.89, 1.68], [-1.29, 4.88, 2.52], [-1.69, 3.40, 1.72], [-1.22, 5.85, 0.08], [0.86, 4.47, -0.76], [0.61, 3.44, 0.54], [3.10, 6.22, 1.38], [2.82, 5.50, -0.21], [2.87, 4.45, 1.13], [-1.54, 4.51, -1.55], [-2.71, 4.50, -0.53], [-3.16, 0.76, 2.95], [-3.43, 2.02, 3.80], [-4.59, 2.90, 3.24], [-4.75, 4.05, 4.08], [-6.10, 4.65, 4.06], [-3.70, 1.65, 5.14], [-2.70, 0.98, 1.99], [-4.10, 0.25, 2.75], [-2.46, 0.13, 3.51], [-2.53, 2.63, 3.80], [-5.50, 2.30, 3.11], [-4.31, 3.37, 2.29], [-6.46, 5.12, 3.15], [-6.22, 5.56, 4.66], [-6.93, 4.07, 4.49], [-2.81, 1.33, 5.50], [-3.91, 2.51, 5.64], [-2.68, 4.34, -4.15], [-1.51, 3.32, -4.32], [-1.68, 2.24, -5.42], [-2.82, 1.51, -5.13], [-2.90, 0.32, -5.95], [-0.34, 4.08, -4.61], [-2.82, 4.95, -5.04], [-2.59, 5.04, -3.32], [-3.61, 3.79, -4.00], [-1.24, 2.88, -3.36], [-0.79, 1.62, -5.44], [-1.76, 2.70, -6.40], [-3.67, -0.29, -5.47], [-1.99, -0.28, -5.97], [-3.22, 0.60, -6.95], [-0.53, 4.70, -5.39], [-0.22, 4.68, -3.81], [2.86, 1.70, -1.71], [1.65, 2.30, -2.49], [1.55, 1.63, -3.74], [4.13, 2.15, -2.25], [2.90, 0.61, -1.75], [2.81, 2.16, -0.72], [1.85, 3.37, -2.59], [0.73, 2.26, -1.91], [1.18, 2.25, -4.37], [4.01, 2.01, -3.20], [-1.61, -1.69, 6.00], [-0.57, -0.68, 5.39], [-0.78, 0.61, 5.93], [-1.40, -1.90, 7.45], [-1.50, -2.55, 5.34], [-2.63, -1.33, 5.87], [-0.45, -0.61, 4.31], [0.41, -1.08, 5.66], [0.03, 1.07, 5.67], [-1.66, -2.79, 7.69], [2.67, -0.52, 2.80], [2.28, 0.31, 1.61], [2.14, -0.49, 0.47], [1.73, -1.49, 3.09], [2.70, 0.10, 3.70], [3.64, -1.00, 2.69], [3.02, 1.08, 1.41], [1.28, 0.71, 1.79], [2.71, -1.26, 0.50], [2.17, -2.33, 3.28], [-1.32, -3.36, 0.76], [-1.57, -2.13, 1.61], [-0.60, -1.06, 1.32], [-1.35, -2.95, -0.57], [-2.05, -4.12, 1.04], [-0.30, -3.65, 1.01], [-1.65, -2.38, 2.67], [-2.53, -1.75, 1.27], [0.23, -1.29, 1.74], [-1.23, -3.72, -1.13], [4.41, 0.96, -5.78], [4.36, -0.24, -4.94], [3.07, -0.57, -4.42], [4.23, 2.19, -4.98], [3.53, 0.98, -6.43], [5.31, 0.98, -6.40], [5.05, -0.12, -4.10], [4.82, -1.04, -5.53], [2.58, 0.25, -4.29], [3.75, 2.84, -5.50], [-5.05, -3.52, -0.94], [-5.68, -4.89, -1.26], [-6.75, -4.91, -2.22], [-5.65, -2.88, 0.14], [-5.00, -2.83, -1.78], [-4.03, -3.66, -0.60], [-5.91, -5.44, -0.35], [-4.84, -5.48, -1.60], [-7.49, -4.46, -1.80], [-5.28, -3.25, 0.95], [-2.20, -5.62, -3.09], [-2.76, -7.02, -3.53], [-3.21, -7.24, -4.86], [-1.93, -5.44, -1.75], [-2.81, -4.83, -3.53], [-1.23, -5.48, -3.58], [-3.65, -7.23, -2.93], [-2.15, -7.88, -3.30], [-4.04, -7.71, -4.96], [-1.55, -6.24, -1.38], [-3.43, -0.33, -1.95], [-3.43, 1.10, -1.42], [-2.21, 1.38, -0.70], [-2.37, -0.32, -2.97], [-4.43, -0.39, -2.39], [-3.22, -1.04, -1.15], [-4.37, 1.37, -0.93], [-3.45, 1.86, -2.21], [-2.04, 2.32, -0.61], [-2.70, 0.13, -3.75]], "homo_lumo_gap_ev": 8.40, "charge": 1, "largest_force_ev_per_a": 3.7}

=====

{"formula": "F6NP2", "method": "ωB97M-V with the def2-TZVPD basis set", "symbols": ["N", "F", "F", "F", "F", "F", "F", "P", "P"], "xyz": [[0.78, -0.65, -1.10], [1.56, 0.69, 0.91], [3.24, 0.58, -0.79], [2.85, -1.21, 0.56], [-0.11, 0.38, -1.02], [-4.29, 0.79, 1.11], [-2.72, -0.81, 0.71], [2.04, -0.16, -0.26], [-3.34, 0.38, -0.11]], "homo_lumo_gap_ev": [4.55, 5.25], "s_squared": 2.005, "charge": 1, "spin_multiplicity": 3, "largest_force_ev_per_a": 8.9}

=====

{"formula": "C3H7O2", "method": "ωB97M-V with the def2-TZVPD basis set", "symbols": ["C", "O", "C", "C", "O", "H", "H", "H", "H", "H", "H", "H"], "xyz": [[-1.04, 0.77, -1.38], [0.18, 0.48, -0.75], [-0.07, -0.17, 0.64], [1.35, -0.72, 1.01], [-1.00, -1.04, 0.71], [-1.25, 1.86, -1.48], [-1.10, 0.35, -2.38], [-1.79, 0.28, -0.73], [-0.24, 0.77, 1.24], [2.11, 0.04, 0.82], [1.55, -1.52, 0.28], [1.31, -1.10, 2.03]], "homo_lumo_gap_ev": 7.33, "charge": -1, "largest_force_ev_per_a": 1.3}

=====

{"formula": "C6H13NO", "method": "ωB97M-V with the def2-TZVPD basis set", "symbols": ["C", "C", "C", "C", "C", "O", "N", "C", "H", "H", "H", "H", "H", "H", "H", "H", "H", "H", "H", "H", "H"], "xyz": [[1.92, 2.01, 1.69], [2.13, 0.82, 0.73], [0.82, 0.71, -0.27], [0.57, -0.84, -0.49], [-0.80, -1.25, -0.11], [-0.83, -1.66, 1.01], [-1.91, -0.59, -0.67], [-2.11, 0.07, -1.94], [2.05, 1.64, 2.75], [0.98, 2.44, 1.82], [2.69, 2.81, 1.52], [2.31, -0.09, 1.41], [3.06, 1.03, 0.21], [0.93, 1.38, -1.10], [0.04, 1.21, 0.14], [0.81, -1.05, -1.52], [1.35, -1.28, 0.31], [-2.68, -0.64, 0.01], [-2.37, 1.21, -1.55], [-3.09, -0.30, -2.47], [-1.18, -0.09, -2.62]], "homo_lumo_gap_ev": 10.20, "charge": 0, "largest_force_ev_per_a": 4.3}

=====

{"formula": "CHCl2NO2", "method": "ωB97M-V with the def2-TZVPD basis set", "symbols": ["C", "N", "O", "O", "Cl", "Cl", "H"], "xyz": [[0.56, 0.74, -0.14], [-3.01, 0.56, 0.08], [-3.59, 1.20, -0.74], [-1.85, 0.31, 0.28], [0.81, 1.95, -1.40], [0.75, 1.23, 1.39], [0.73, -0.29, -0.63]], "homo_lumo_gap_ev": [10.41, 6.48], "charge": 0, "largest_force_ev_per_a": 4.2}

=====

{"formula": "C3HNOS2", "method": "ωB97M-V with the def2-TZVPD basis set", "symbols": ["O", "C", "C", "N", "C", "S", "S", "H"], "xyz": [[1.53, 0.77, 1.83], [0.72, 0.50, 0.96], [0.80, 0.43, -0.61], [-0.10, -0.25, -1.18], [-1.29, -0.57, -0.37], [-2.54, -1.47, -0.83], [-0.99, -0.07, 1.26], [1.87, 0.66, -1.05]], "homo_lumo_gap_ev": 7.48, "charge": 0, "largest_force_ev_per_a": 3.4}

=====

{"formula": "C4H6N4O", "method": "ωB97M-V with the def2-TZVPD basis set", "symbols": ["H", "N", "C", "N", "C", "N", "N", "C", "O", "C", "H", "H", "H", "H", "H"], "xyz": [[1.49, 2.53, -0.05], [2.05, 1.68, -0.15], [1.29, 0.68, 0.02], [-0.08, 0.60, 0.46], [-0.61, -0.61, -0.01], [-1.87, -0.71, -0.31], [-2.55, 0.52, 0.09], [0.54, -1.57, -0.28], [1.40, -1.51, 0.83], [1.71, -0.71, -0.29], [-0.57, 1.45, 0.17], [-2.42, 0.79, 1.07], [-3.53, 0.28, -0.05], [0.44, -2.60, -0.71], [2.72, -0.83, -0.78]], "homo_lumo_gap_ev": 9.89, "charge": 0, "largest_force_ev_per_a": 2.9}

=====

{"formula": "C3H11N2", "method": "ωB97M-V with the def2-TZVPD basis set", "symbols": ["C", "N", "H", "H", "H", "H", "H", "H", "C", "C", "N", "H", "H", "H", "H", "H"], "xyz": [[1.04, 0.82, 2.18], [0.71, 1.10, 0.70], [1.90, 1.46, 2.46], [1.37, -0.23, 2.10], [0.23, 0.93, 2.88], [1.45, 0.80, 0.03], [-0.55, 0.27, 0.16], [0.57, 2.10, 0.53], [-0.84, -0.07, -2.06], [-0.76, -1.86, -0.46], [-0.78, -0.60, -0.62], [0.11, -0.38, -2.50], [-1.69, -0.49, -2.62], [-1.04, 1.01, -1.96], [-0.64, -2.37, 0.50], [-1.08, -2.49, -1.31]], "homo_lumo_gap_ev": 10.33, "charge": 1, "largest_force_ev_per_a": 2.9}